(1)
Here is an isolated ion of composition C3H8N and charge +1 at a distorted geometry from OMol25. Energies are from ωB97M-V/def2-TZVPD.

Structure (XYZ):
```
12
Properties=species:S:1:pos:R:3
N 0.19340 0.97777 1.51449
C -0.04894 -0.96506 -1.71388
C -0.22801 0.06120 -0.65820
C 0.09094 -0.20339 0.60417
H -0.00746 -1.18149 1.04997
H -0.27591 -1.95724 -1.32404
H -0.65598 1.52424 1.68503
H -0.54563 -0.78295 -2.65663
H 1.00825 -1.04036 -1.98959
H 0.59824 0.68993 2.41008
H -0.80247 0.94524 -0.91687
H 0.92229 1.60032 1.15988
```

* relative energy (zero: lowest compared OMol25 entry of this formula, charge and spin): 15.5 kcal per mole
* net charge: +1
* SMILES string: C/C=C/[NH3+]
* strongest force on any atom: 1.3 eV/A

(2)
Here is one molecule with the formula C3H8N2 at a distorted geometry from OMol25. Energies are from ωB97M-V/def2-TZVPD.

Structure (XYZ):
```
13
Properties=species:S:1:pos:R:3
N 0.47733 0.13966 -0.62606
N 2.31485 -1.25535 -0.79331
C -0.90059 0.30265 -0.19718
C -1.01768 1.08107 1.09143
C 1.03649 -1.07810 -0.71691
H 2.52457 -2.21600 -0.52655
H -1.44250 0.90787 -0.94970
H 0.34431 -1.86379 -1.02604
H 1.15268 0.86945 -0.42518
H -1.39660 -0.66707 -0.10800
H -2.05411 1.24783 1.36595
H -0.44975 2.01070 0.98071
H -0.58902 0.52107 1.93086
```

* relative energy (zero: lowest compared OMol25 entry of this formula, charge and spin): 35.5 kcal per mole
* SMILES string: [H]/N=C/NCC
* strongest force on any atom: 2.2 eV/A

(3)
Here is a 2-piece molecular cluster, C3H8N2 overall at a distorted geometry from OMol25. Energies are from ωB97M-V/def2-TZVPD.

Structure (XYZ):
```
13
Properties=species:S:1:pos:R:3
N -1.32139 -0.31693 -1.42688
N 2.75601 0.27276 1.20173
C 2.69115 0.41426 -0.04997
C -2.40097 -0.22477 0.75125
C -1.41272 -0.62816 -0.03849
H -0.69170 0.45903 -1.59289
H 1.69902 0.63110 -0.44712
H 3.67452 0.45748 1.60165
H -0.59374 -1.20372 0.37696
H -2.50266 -0.68241 1.72625
H -3.18360 0.42298 0.37439
H -2.25175 -0.06634 -1.73983
H 3.53782 0.46471 -0.73705
```

* relative energy (zero: lowest compared OMol25 entry of this formula, charge and spin): 67.4 kcal per mole
* SMILES string: C=CN.C=N
* strongest force on any atom: 1.1 eV/A

(4)
Here is one molecule with the formula C3H8N2 at a distorted geometry from OMol25. Energies are from ωB97M-V/def2-TZVPD.

Structure (XYZ):
```
13
Properties=species:S:1:pos:R:3
N 0.01523 0.77697 -0.38228
N -0.69604 -0.13226 0.42948
C -2.11525 -0.23617 0.11713
C 1.56125 -0.77652 0.41004
C 1.50580 0.44965 -0.33076
H -2.31171 -0.70696 -0.86037
H 1.09300 -0.93168 1.40558
H 2.39675 -1.55110 0.09914
H -2.55733 -0.85687 0.84206
H -2.73274 0.68981 0.07958
H -0.20395 1.77433 -0.29660
H 1.75892 0.23236 -1.31365
H 2.28606 1.26844 -0.19935
```

* relative energy (zero: lowest compared OMol25 entry of this formula, charge and spin): 144.3 kcal per mole
* strongest force on any atom: 4.7 eV/A

(5)
Here is C3H8N2 as an isolated structure at a distorted geometry from OMol25. Energies are from ωB97M-V/def2-TZVPD.

Structure (XYZ):
```
13
Properties=species:S:1:pos:R:3
N 0.31796 0.55593 -0.33323
N -2.05340 0.22222 -0.83248
C 0.44257 -0.64390 0.53777
C 1.88308 -0.88844 0.86219
C -1.08579 0.95378 -0.37900
H -1.54553 0.91684 -1.62694
H 0.00873 -1.51094 0.02513
H 1.98950 -1.58599 1.68581
H -0.19464 -0.47170 1.40282
H 0.54427 0.32783 -1.29567
H 2.39311 0.04422 1.07512
H 2.35743 -1.32155 -0.00597
H -1.32078 1.89973 0.14740
```

* relative energy (zero: lowest compared OMol25 entry of this formula, charge and spin): 111.9 kcal per mole
* strongest force on any atom: 1.4 eV/A

(6)
Here is a 2-piece molecular cluster, C3H8N2O overall at a distorted geometry from OMol25. Energies are from ωB97M-V/def2-TZVPD.

Structure (XYZ):
```
14
Properties=species:S:1:pos:R:3
O -1.68804 -0.93109 -0.45649
N 1.64527 0.02158 -0.01217
N -0.22307 -0.49311 -2.07034
C 0.07838 -0.42517 1.76748
C -0.55122 -0.60104 -0.75944
C 0.44741 -0.32021 0.30936
H -0.92489 -0.68791 -2.79992
H 2.36113 0.22456 0.70155
H 0.72338 -0.21489 -2.36680
H 0.23135 0.55810 2.26017
H -0.98057 -0.72384 1.90978
H -1.09238 2.33296 -0.67710
H -0.75036 2.44213 -0.06692
H 0.72361 -1.18207 2.26085
```

* relative energy (zero: lowest compared OMol25 entry of this formula, charge and spin): 40.0 kcal per mole
* SMILES string: [H]/N=C(\C)C(N)=O.[H][H]
* strongest force on any atom: 3.5 eV/A

(7)
Here is C3H8N2O as an isolated structure at a distorted geometry from OMol25. Energies are from ωB97M-V/def2-TZVPD.

Structure (XYZ):
```
14
Properties=species:S:1:pos:R:3
O 0.33168 1.58680 1.16522
N 0.14611 -0.63031 0.33883
N 0.57073 -0.98530 1.62879
C -0.25700 -1.59663 -0.46707
C -0.37279 1.20049 -1.23308
C 0.22360 0.71406 0.04851
H 0.11599 0.75133 -2.10271
H -0.25267 2.28044 -1.28080
H 1.29253 1.44489 0.55975
H -0.16196 -2.61582 -0.13820
H -0.67478 -1.34919 -1.42192
H -0.08462 -1.65230 2.01972
H -1.44378 0.97145 -1.28967
H 0.56696 -0.11990 2.17263
```

* relative energy (zero: lowest compared OMol25 entry of this formula, charge and spin): 131.8 kcal per mole
* strongest force on any atom: 3.0 eV/A

(8)
Here is a 2-piece molecular cluster, C3H8N2O overall at a distorted geometry from OMol25. Energies are from ωB97M-V/def2-TZVPD.

Structure (XYZ):
```
14
Properties=species:S:1:pos:R:3
O 2.22045 -2.01198 1.17050
N -2.44686 1.00720 0.69538
N -3.98663 0.84007 -1.05532
C -2.89418 0.47357 -0.41129
C 3.42599 -0.32545 0.05931
C 2.26501 -1.35116 0.18003
H 2.94176 0.74726 -0.08189
H -1.49538 0.99614 0.96117
H 1.43430 -1.25948 -0.62666
H -3.00371 1.59845 1.33766
H -2.37196 -0.44422 -0.68996
H 3.74797 -0.23342 1.14962
H 4.25482 -0.32455 -0.75725
H -4.09158 0.28757 -1.93130
```

* relative energy (zero: lowest compared OMol25 entry of this formula, charge and spin): 61.0 kcal per mole
* SMILES string: [H]/N=C/N.CC=O
* strongest force on any atom: 4.9 eV/A

(9)
Here is one molecule with the formula C3H8N2O from OMol25. Energies are from ωB97M-V/def2-TZVPD.

Structure (XYZ):
```
14
Properties=species:S:1:pos:R:3
O 0.56675 1.09145 -1.69953
N -1.30474 1.79693 -0.37961
N -0.22092 -0.05134 0.27481
C 1.01284 0.00807 1.07072
C -0.28576 1.14131 -0.83269
C -0.45002 -1.37027 -0.32921
H -0.48103 -2.14124 0.44685
H -1.05022 0.34574 0.74956
H 1.09683 1.00042 1.51769
H 0.99874 -0.75643 1.85424
H 1.86411 -0.15657 0.40350
H -1.53097 2.60932 -0.93599
H -1.39717 -1.34895 -0.87197
H 0.36321 -1.57604 -1.03214
```

* relative energy (zero: lowest compared OMol25 entry of this formula, charge and spin): 35.9 kcal per mole
* SMILES string: [H]/N=C(\[O-])[NH+](C)C
* strongest force on any atom: 0.8 eV/A

(10)
Here is a 2-piece molecular cluster, C3H8N2O overall at a distorted geometry from OMol25. Energies are from ωB97M-V/def2-TZVPD.

Structure (XYZ):
```
14
Properties=species:S:1:pos:R:3
O -0.44376 0.29633 1.71132
N 2.31211 -0.20745 -1.11530
N 2.36213 0.34078 -0.03154
C -1.91350 0.61666 -0.14395
C -0.31131 -1.38038 0.13671
C -0.84269 -0.20720 0.55499
H 0.51338 -1.91248 0.71169
H -2.68870 1.10857 0.59416
H 0.38742 -0.06086 1.90511
H -0.44434 -1.86550 -0.80081
H 2.19434 0.38710 -1.99827
H -1.42285 1.55012 -0.59631
H -2.33620 0.02200 -0.90957
H 2.63398 1.31230 -0.01823
```

* relative energy (zero: lowest compared OMol25 entry of this formula, charge and spin): 96.3 kcal per mole
* SMILES string: [H]/N=N\[H].C=C(C)O
* strongest force on any atom: 3.0 eV/A

(11)
Here is a 2-piece molecular cluster, C3H8N2O overall at a distorted geometry from OMol25. Energies are from ωB97M-V/def2-TZVPD.

Structure (XYZ):
```
14
Properties=species:S:1:pos:R:3
O -1.09762 -1.61511 3.01791
N 0.15740 1.73319 -2.81460
N 1.31456 -0.14744 -1.99990
C -0.25779 0.40585 2.06966
C 0.25750 0.42556 -2.41142
C -0.35660 -1.10917 2.22529
H -0.64965 1.83868 -3.41028
H 1.20393 -0.81391 -1.24889
H -0.67624 0.83094 2.97700
H -0.67456 -0.11224 -2.19797
H 1.01524 2.23282 -3.02052
H 0.81509 0.61513 2.15192
H 0.09610 -1.75085 1.44505
H -0.57195 0.88177 1.14502
```

* relative energy (zero: lowest compared OMol25 entry of this formula, charge and spin): 50.9 kcal per mole
* SMILES string: [H]/N=C/N.CC=O
* strongest force on any atom: 2.5 eV/A

(12)
Here is one molecule with the formula C3H8N2O at a distorted geometry from OMol25. Energies are from ωB97M-V/def2-TZVPD.

Structure (XYZ):
```
14
Properties=species:S:1:pos:R:3
O 1.04686 -0.82139 -0.44801
N 1.46205 1.06165 -2.26212
N 0.02700 0.10377 -0.71186
C -0.52719 0.37250 0.67058
C 0.44084 1.26857 -1.46696
C -0.85291 -0.97335 1.46946
H 0.23168 0.95004 1.31071
H -1.80312 -1.55239 1.04607
H -1.48105 1.03705 0.51472
H -1.16516 -0.65779 2.47957
H 1.78978 0.06723 -2.18844
H 0.00725 2.31468 -1.28243
H 0.18687 -1.51319 1.58510
H 0.63711 -1.65738 -0.71640
```

* relative energy (zero: lowest compared OMol25 entry of this formula, charge and spin): 94.6 kcal per mole
* SMILES string: [H]/N=C\N(O)CC
* strongest force on any atom: 4.1 eV/A

(13)
Here is a 2-piece molecular cluster, C3H8N2O overall at a distorted geometry from OMol25. Energies are from ωB97M-V/def2-TZVPD.

Structure (XYZ):
```
14
Properties=species:S:1:pos:R:3
O -1.18030 1.40898 1.67318
N -0.54229 1.37994 -0.54321
N 0.51218 -1.08527 -0.90304
C -0.18706 -1.95042 0.04094
C -0.54496 1.85425 0.74601
C 1.80333 -1.26046 -1.03730
H 0.44971 -2.80010 0.40129
H -1.08088 -2.30582 -0.35786
H -1.03423 0.51894 -0.68908
H 2.26457 -2.26335 -0.59042
H 0.39798 1.03859 -0.87542
H -0.46046 -1.42290 1.03198
H 0.26665 2.61878 1.01033
H 2.42203 -0.57886 -1.69049
```

* relative energy (zero: lowest compared OMol25 entry of this formula, charge and spin): 58.4 kcal per mole
* SMILES string: C=NC.NC=O
* strongest force on any atom: 3.3 eV/A

(14)
Here is a 2-piece molecular cluster, C3H8N2O overall at a distorted geometry from OMol25. Energies are from ωB97M-V/def2-TZVPD.

Structure (XYZ):
```
14
Properties=species:S:1:pos:R:3
O -0.61080 -0.63548 3.93900
N 0.63367 1.85371 -0.78211
N -0.23553 -0.29022 -1.61488
C -1.22632 -1.22953 3.08204
C -0.40479 0.96722 -1.24915
C 1.09870 -0.87440 -1.56932
H 0.32548 2.26223 0.13176
H 1.35970 -1.21977 -2.57711
H -1.30510 -2.34103 3.11304
H 1.91697 -0.20537 -1.21537
H -1.78113 -0.69137 2.27406
H -1.37817 1.48035 -1.25026
H 1.08505 -1.77385 -0.88784
H 0.52225 2.69750 -1.39386
```

* relative energy (zero: lowest compared OMol25 entry of this formula, charge and spin): 68.9 kcal per mole
* SMILES string: C/N=C\N.C=O
* strongest force on any atom: 4.0 eV/A

(15)
Here is a 2-piece molecular cluster, C3H8N2O overall at a distorted geometry from OMol25. Energies are from ωB97M-V/def2-TZVPD.

Structure (XYZ):
```
14
Properties=species:S:1:pos:R:3
O 1.15303 0.24812 -1.13106
N -1.28300 1.48029 -0.66095
N -2.15408 -0.05952 0.83548
C -1.65809 1.20535 0.51745
C 2.43599 -1.58058 -0.32692
C 1.50152 -0.62481 -0.12771
H 3.46685 -1.65871 -0.48521
H -1.48323 2.42852 -0.81435
H 1.09362 -0.31946 0.86019
H 2.12427 -2.61492 -0.38273
H -2.42338 -0.46045 -0.07844
H 0.19788 0.58812 -1.09431
H -1.35194 1.89982 1.34623
H -1.61944 -0.53178 1.54234
```

* relative energy (zero: lowest compared OMol25 entry of this formula, charge and spin): 130.7 kcal per mole
* SMILES string: [H]/N=C/N.C=CO
* strongest force on any atom: 2.8 eV/A

(16)
Here is a 2-piece molecular cluster, C3H8N2O overall at a distorted geometry from OMol25. Energies are from ωB97M-V/def2-TZVPD.

Structure (XYZ):
```
14
Properties=species:S:1:pos:R:3
O 0.14899 1.95869 0.17118
N -0.31426 0.59950 0.18935
N -3.16112 -0.89319 0.18278
C 0.60442 -0.21816 -0.59264
C -2.74050 -0.09217 -0.56003
C 1.91801 -0.43750 0.15329
H -3.08310 -1.32205 1.09284
H -1.32256 0.65425 -0.41705
H 2.44655 0.50767 0.26795
H 0.32075 2.16686 1.09820
H 0.80805 0.22833 -1.57619
H 0.09254 -1.17255 -0.74464
H 1.72766 -0.85761 1.13970
H 2.55457 -1.12208 -0.40474
```

* relative energy (zero: lowest compared OMol25 entry of this formula, charge and spin): 108.0 kcal per mole
* strongest force on any atom: 4.1 eV/A

(17)
Here is a 2-piece molecular cluster, C3H8N2O overall at a distorted geometry from OMol25. Energies are from ωB97M-V/def2-TZVPD.

Structure (XYZ):
```
14
Properties=species:S:1:pos:R:3
O -0.79249 -2.14998 0.52341
N -1.92981 -0.30618 -0.23924
N 0.76718 0.06193 -0.98394
C -1.72219 -1.38038 0.58612
C 1.76084 1.21392 0.82767
C 1.63376 1.08613 -0.51104
H 2.15542 1.71232 -1.21714
H -2.46404 -1.45293 1.39358
H 1.95492 2.21243 1.21372
H -1.80822 -0.39827 -1.23689
H 1.59643 0.38519 1.50169
H 0.41298 -0.49906 -0.21915
H -2.83529 0.11096 -0.05959
H 1.27049 -0.59606 -1.57920
```

* relative energy (zero: lowest compared OMol25 entry of this formula, charge and spin): 45.2 kcal per mole
* SMILES string: C=CN.NC=O
* strongest force on any atom: 2.4 eV/A

(18)
Here is one molecule with the formula C3H8N2O2 at a distorted geometry from OMol25. Energies are from ωB97M-V/def2-TZVPD.

Structure (XYZ):
```
15
Properties=species:S:1:pos:R:3
O 0.53802 -1.36644 1.60572
O 0.91959 -1.13265 -0.90032
N -0.04128 0.97404 -0.54149
N -0.54051 -0.29424 -2.40162
C -0.31224 -0.26596 1.67815
C 0.28731 0.96152 0.90669
C 0.15889 -0.23899 -1.22841
H -1.33100 -0.50368 1.31343
H 0.78329 -1.43583 0.65651
H -0.86171 -1.23893 -2.54267
H 0.74470 1.34217 -1.15988
H -0.41212 0.00391 2.73911
H -0.05380 1.90985 1.35085
H -1.24480 0.41697 -2.51908
H 1.36566 0.86827 1.04302
```

* relative energy (zero: lowest compared OMol25 entry of this formula, charge and spin): 32.7 kcal per mole
* SMILES string: NC(=O)NCCO
* strongest force on any atom: 2.3 eV/A

(19)
Here is one molecule with the formula C3H8N2O2 at a distorted geometry from OMol25. Energies are from ωB97M-V/def2-TZVPD.

Structure (XYZ):
```
15
Properties=species:S:1:pos:R:3
O -1.61933 -0.33642 1.86253
O 0.41484 -1.16430 -1.49365
N 0.45159 0.88708 -2.52229
N 0.53966 -0.25212 1.04637
C 0.41722 0.08798 -1.39499
C -0.20765 -0.06606 2.27473
C 0.30922 0.78184 -0.01667
H -0.03835 1.74963 -2.49118
H -0.56323 1.63432 -0.00350
H -0.02561 0.92814 2.65113
H 0.03060 -0.75029 3.08422
H 0.28331 0.38229 -3.35722
H -1.71614 -1.32307 1.83668
H 1.24739 1.37915 -0.08223
H 0.36645 -1.26162 0.56413
```

* relative energy (zero: lowest compared OMol25 entry of this formula, charge and spin): 47.3 kcal per mole
* SMILES string: NC(=O)CNCO
* strongest force on any atom: 3.5 eV/A

(20)
Here is one molecule with the formula C3H8N2O2 at a distorted geometry from OMol25. Energies are from ωB97M-V/def2-TZVPD.

Structure (XYZ):
```
15
Properties=species:S:1:pos:R:3
O -2.57104 -0.93169 0.37430
O 0.67766 1.74878 0.95560
N -0.14848 -0.61248 -0.01858
N -2.27221 -0.19503 -0.78633
C 1.20378 -0.35067 -0.10425
C 1.56072 0.66544 1.03647
C -0.92614 -0.38404 -1.05624
H 1.59310 0.22739 2.12390
H -2.57972 -0.69314 -1.62665
H -0.29021 1.28540 0.73033
H -1.59347 -0.83117 0.86542
H 2.09424 -1.06526 -0.20866
H 1.39856 0.32034 -1.03202
H -0.72538 -0.26086 -2.12925
H 2.57859 1.07698 0.87597
```

* relative energy (zero: lowest compared OMol25 entry of this formula, charge and spin): 117.1 kcal per mole
* SMILES string: OCC/N=C/NO
* strongest force on any atom: 5.5 eV/A